This record from OMol25 describes 7 unconnected molecules or ions with the total composition C45H42BN6O14. The level of theory is ωB97M-V/def2-TZVPD.

As for the net charge: -1. As for the total energy: -85611.7998 eV.

Cartesian coordinates (Å):
O1 0.582398 -0.968484 10.002311
C1 0.693152 -0.663868 8.824770
O2 -0.273196 -1.075496 7.931723
C2 1.946499 0.177809 8.421004
C3 2.724632 -0.391469 7.151280
B1 2.715319 0.767784 5.944656
C4 1.246098 0.607277 5.199317
C5 0.107541 1.368398 5.715815
C6 -1.196114 1.188145 5.080572
C7 -1.280509 0.283307 3.947980
C8 -0.147630 -0.479054 3.421701
C9 1.166700 -0.326921 4.075438
H1 -1.132319 -0.981131 8.384941
H2 2.661875 0.203029 9.278270
H3 1.582835 1.230768 8.275707
H4 2.092638 -1.251316 6.774051
H5 3.751171 -0.766926 7.384178
H6 2.822676 1.887844 6.379873
H7 3.605162 0.614355 5.154021
H8 0.279780 2.037615 6.583040
H9 -2.076910 1.742050 5.489786
H10 -2.271052 0.134270 3.465757
H11 -0.219975 -1.168372 2.552811
H12 2.067581 -0.899513 3.748640
C10 -1.066936 -3.378378 -2.008739
C11 -1.154995 -3.362132 -0.621788
C12 -1.906977 -2.385354 0.015419
C13 -2.568934 -1.433846 -0.747561
C14 -2.480965 -1.437180 -2.133102
C15 -1.725335 -2.414976 -2.763785
N1 -3.384378 -0.415020 -0.078697
O3 -3.423971 -0.430659 1.134630
O4 -3.978766 0.387531 -0.780880
H13 -0.483013 -4.146105 -2.503846
H14 -0.638921 -4.113699 -0.036898
H15 -1.969563 -2.380415 1.096365
H16 -2.992662 -0.692702 -2.729035
H17 -1.652080 -2.428909 -3.844813
C16 -3.914797 5.141889 -0.282709
C17 -2.671056 5.741643 -0.439974
C18 -1.818592 5.318441 -1.448974
C19 -2.224803 4.296862 -2.296255
C20 -3.461978 3.687181 -2.142593
C21 -4.308240 4.113575 -1.129889
N2 -1.337499 3.861677 -3.379302
O5 -0.252810 4.402989 -3.477471
O6 -1.739231 2.981113 -4.122336
H18 -4.580892 5.478312 0.503580
H19 -2.367473 6.541858 0.223747
H20 -0.851869 5.791014 -1.563460
H21 -3.779400 2.887188 -2.798429
H22 -5.276922 3.646635 -1.002346
C22 6.023617 -5.654403 7.327708
C23 6.474520 -5.756024 6.018236
C24 6.357114 -4.673591 5.158020
C25 5.792006 -3.495916 5.621755
C26 5.331665 -3.385501 6.926213
C27 5.448822 -4.472122 7.780590
N3 5.691408 -2.342948 4.719080
O7 6.092599 -2.485627 3.568116
O8 5.223460 -1.317496 5.162110
H23 6.121305 -6.499900 7.999879
H24 6.921136 -6.678994 5.668504
H25 6.710465 -4.761819 4.140403
H26 4.885319 -2.467836 7.287901
H27 5.095386 -4.397229 8.801825
C28 -4.591000 2.473774 -7.977842
C29 -4.657898 1.579856 -9.040775
C30 -4.158166 0.292959 -8.898813
C31 -3.598189 -0.088014 -7.686626
C32 -3.520515 0.799562 -6.622895
C33 -4.019457 2.085357 -6.772827
N4 -3.091472 -1.455199 -7.523920
O9 -3.158178 -2.202873 -8.483518
O10 -2.636691 -1.766505 -6.437617
H28 -4.986865 3.477704 -8.089217
H29 -5.102976 1.886612 -9.979972
H30 -4.214503 -0.395967 -9.731531
H31 -3.080182 0.506579 -5.678502
H32 -3.965969 2.784633 -5.947236
C34 -10.636951 3.585067 -8.715560
C35 -9.364692 3.071781 -8.496219
C36 -8.275969 3.927456 -8.409856
C37 -8.474681 5.295278 -8.540386
C38 -9.740561 5.816729 -8.766958
C39 -10.824436 4.954795 -8.855000
N5 -7.329653 6.206050 -8.424769
O11 -6.229056 5.714196 -8.244652
O12 -7.544829 7.400284 -8.511356
H33 -11.486616 2.914559 -8.777051
H34 -9.222120 2.003303 -8.389320
H35 -7.289280 3.517570 -8.238590
H36 -9.896903 6.882300 -8.873677
H37 -11.817485 5.350809 -9.028727
C40 10.968462 -3.216862 0.724383
C41 9.920268 -2.722916 1.490934
C42 9.587876 -3.336115 2.690458
C43 10.316197 -4.440658 3.112742
C44 11.360136 -4.946243 2.350393
C45 11.684855 -4.329394 1.150931
N6 9.981809 -5.074636 4.391963
O13 9.048338 -4.611360 5.019486
O14 10.657557 -6.024012 4.752978
H38 11.229325 -2.732213 -0.209780
H39 9.363232 -1.857066 1.154673
H40 8.768382 -2.943441 3.280772
H41 11.925260 -5.809941 2.676023
H42 12.499479 -4.713023 0.548623

Cartesian forces (eV/Å) of the 6 atoms listed first:
-0.576 0.137 -0.669
1.089 0.027 1.793
0.642 1.156 0.022
-0.021 -0.741 -0.767
-1.144 0.274 -0.164
-0.677 -0.672 -0.174